Record 1
140
Properties=species:S:1:pos:R:3:forces:R:3:lowdin_charge:R:1 method="wB97M-V/def2-TZVPD" total_energy_ha=-12093.32525 orbital_gap_ev="5.53 / 5.46" multiplicity=1 e_homo_ev="-4.82 / -4.97" molar_mass_g_mol=1631.4 charge=-1
W 1.57493 -0.54033 -0.00981 -2.179 0.000 0.438 1.066
O 2.02061 -3.91353 1.39490 -0.166 0.204 -0.011 -0.310
S 2.71865 -2.97106 0.58145 0.149 0.273 0.009 0.321
O 3.99246 -3.45099 0.12493 -0.052 0.331 -0.098 -0.364
O 2.82064 -1.53278 1.27357 0.166 -1.210 -0.631 -0.593
O 1.83769 -2.42728 -0.62723 0.907 -0.594 0.878 -0.570
C 2.34104 3.30511 -6.01851 -0.020 -0.067 0.105 -0.050
C 1.57169 3.31674 -4.72235 0.086 -0.059 -0.022 -0.275
C 2.10367 3.90913 -3.58025 0.056 -0.078 -0.102 -0.037
C 1.39610 3.97196 -2.39213 0.084 -0.008 0.058 -0.208
C 2.04990 4.50280 -1.14360 -0.053 0.024 -0.053 -0.013
C 0.08172 3.49087 -2.36755 -0.167 0.066 -0.150 -0.157
C -0.44751 2.82476 -3.47651 -0.007 -0.173 0.006 -0.206
C -1.81679 2.19187 -3.44873 0.047 0.051 -0.025 -0.033
C 0.31973 2.72920 -4.63534 -0.005 -0.059 0.052 -0.010
C -0.81557 3.95887 -1.27564 -0.070 -0.129 0.173 -0.239
C -1.34041 5.23521 -1.46919 0.020 0.082 0.051 -0.029
C -2.17652 5.79778 -0.52664 -0.017 0.028 -0.060 -0.063
C -2.47765 5.07931 0.61439 0.011 0.023 0.062 -0.037
C -1.97342 3.80054 0.83310 0.291 -0.293 0.088 -0.200
C -1.12379 3.21727 -0.13099 0.098 0.149 -1.007 -0.202
Ge -0.44372 1.33497 -0.03540 -1.142 -0.105 2.307 0.298
S 0.97327 1.32661 1.63647 0.414 -0.172 -0.648 0.256
S -0.24760 -0.89003 -1.85072 0.506 0.229 0.988 0.350
Ge -1.21061 -1.65449 0.01242 -1.665 -0.139 0.071 -0.001
S 0.06321 -1.68851 1.74497 0.100 0.010 -0.995 0.292
S -2.35816 0.22907 0.47294 0.144 0.175 -0.442 0.348
C -2.45027 -3.14001 -0.43178 0.086 0.091 -0.035 -0.195
C -3.74663 -3.16430 0.09109 -0.209 0.089 0.134 -0.210
C -4.66060 -4.13081 -0.33435 -0.008 -0.046 -0.045 -0.041
C -4.31364 -5.08521 -1.27017 0.112 0.065 0.029 -0.060
C -3.01857 -5.09002 -1.76064 -0.156 -0.024 0.061 -0.030
C -2.08899 -4.14099 -1.34668 0.123 -0.244 -0.309 -0.213
C -0.70948 -4.33103 -1.89544 0.038 -0.042 0.243 -0.162
C -0.36534 -3.85294 -3.15774 0.012 0.076 -0.069 -0.263
C -1.37658 -3.15134 -4.02629 0.066 0.009 0.052 -0.065
C 0.93047 -4.04487 -3.62185 0.020 0.039 -0.012 -0.016
C 1.87304 -4.73695 -2.87621 0.042 -0.046 -0.042 -0.264
C 3.29461 -4.87575 -3.35258 -0.054 -0.005 0.030 -0.039
C 1.47861 -5.29659 -1.66792 0.014 0.044 0.020 -0.023
C 0.20177 -5.10248 -1.16161 -0.041 -0.021 -0.003 -0.206
C -0.20030 -5.76682 0.12999 0.064 0.109 0.008 -0.023
C -4.28797 -2.28570 1.17939 -0.040 -0.143 -0.041 -0.178
C -4.00829 -2.61262 2.50762 0.102 -0.036 0.047 -0.194
C -2.97160 -3.65267 2.84636 -0.054 0.090 -0.047 -0.026
C -4.73699 -2.00202 3.52430 0.052 0.002 0.004 -0.003
C -5.74614 -1.09435 3.25049 -0.041 -0.005 0.020 -0.279
C -6.61520 -0.54875 4.35273 0.027 0.016 -0.030 -0.060
C -5.98198 -0.75540 1.92398 -0.019 0.018 0.010 -0.030
C -5.26927 -1.33320 0.88320 -0.075 0.002 -0.026 -0.247
C -5.56988 -0.95085 -0.54169 0.060 -0.029 0.073 -0.039
C -2.35163 3.18609 2.14160 0.031 0.017 -0.028 -0.162
C -1.50870 3.33793 3.24489 0.074 -0.038 0.037 -0.211
C -0.20543 4.08579 3.13334 -0.182 0.067 -0.007 -0.057
C -1.91093 2.82075 4.47223 -0.018 -0.013 -0.035 -0.005
C -3.13435 2.18543 4.62797 0.026 0.029 0.069 -0.257
C -3.54562 1.60403 5.95424 0.007 -0.044 -0.064 -0.052
C -3.97802 2.10166 3.53005 -0.062 -0.016 0.012 -0.001
C -3.61240 2.60437 2.29181 -0.041 0.039 -0.076 -0.242
C -4.58708 2.56576 1.14235 0.064 0.049 0.095 -0.053
H 3.37439 3.61371 -5.86277 0.006 0.006 -0.014 0.072
H 1.88412 3.98425 -6.74053 0.020 0.021 -0.025 0.078
H 2.34506 2.30833 -6.46228 0.006 -0.010 -0.016 0.074
H 3.10379 4.31687 -3.61658 0.103 0.037 -0.001 0.101
H 2.96537 5.04186 -1.38581 0.013 0.014 0.009 0.078
H 2.30815 3.66680 -0.48621 0.006 0.000 0.027 0.072
H 1.38444 5.15514 -0.57794 0.018 0.048 -0.010 0.080
H -2.35552 2.42440 -2.53207 -0.047 0.001 -0.017 0.071
H -1.72043 1.10501 -3.50291 -0.013 0.014 0.007 0.054
H -2.41481 2.51832 -4.30092 -0.026 0.023 0.003 0.083
H -0.08813 2.20817 -5.49566 -0.021 0.004 -0.020 0.124
H -1.07549 5.77945 -2.36750 -0.002 -0.003 -0.022 0.124
H -2.58540 6.78910 -0.67462 -0.012 0.018 -0.002 0.101
H -3.11543 5.51017 1.37736 -0.015 -0.006 0.010 0.125
H -5.65478 -4.12209 0.09688 -0.013 -0.002 0.009 0.123
H -5.03193 -5.82838 -1.59261 -0.008 -0.009 -0.010 0.100
H -2.70031 -5.84974 -2.46389 0.007 -0.012 -0.028 0.123
H -2.02888 -2.50273 -3.44100 -0.025 0.005 -0.023 0.056
H -2.01026 -3.88043 -4.53847 -0.034 0.012 -0.005 0.083
H -0.87366 -2.54822 -4.78213 -0.011 0.023 -0.010 0.074
H 1.21976 -3.61048 -4.57363 -0.006 0.001 -0.009 0.108
H 3.49510 -4.19992 -4.18453 0.012 -0.007 0.006 0.069
H 3.49919 -5.89607 -3.68572 0.013 -0.008 -0.011 0.077
H 3.98769 -4.64583 -2.54190 0.016 0.032 0.002 0.073
H 2.20128 -5.84955 -1.07675 -0.001 -0.001 0.019 0.127
H 0.67516 -5.95912 0.74616 0.008 -0.021 -0.010 0.070
H -0.70636 -6.71434 -0.07758 -0.033 0.003 0.020 0.086
H -0.88340 -5.14526 0.70834 0.014 0.001 0.030 0.071
H -3.15071 -4.57703 2.29433 0.005 -0.031 0.012 0.086
H -2.98274 -3.87251 3.91304 0.010 -0.009 0.014 0.078
H -1.97037 -3.30703 2.58195 0.030 -0.041 0.025 0.028
H -4.53201 -2.27601 4.55366 0.019 0.000 0.024 0.113
H -6.10942 -0.60030 5.31694 0.013 0.023 0.012 0.069
H -7.53833 -1.12816 4.43068 -0.010 0.001 0.015 0.079
H -6.89889 0.48856 4.16795 0.006 0.010 -0.002 0.069
H -6.76619 -0.04234 1.69044 -0.011 0.032 -0.007 0.113
H -6.33269 -0.17397 -0.57788 -0.021 0.019 -0.012 0.075
H -5.91504 -1.80913 -1.11947 -0.026 0.003 -0.030 0.076
H -4.66583 -0.57212 -1.02222 -0.006 0.008 -0.039 0.057
H -0.36490 5.07649 2.70083 0.002 0.033 0.047 0.082
H 0.49128 3.56230 2.48303 0.078 0.025 -0.041 -0.010
H 0.25398 4.20067 4.11490 0.013 0.009 0.016 0.074
H -1.25143 2.92452 5.32738 0.012 0.002 0.014 0.111
H -2.93784 2.00256 6.76619 0.008 -0.004 0.015 0.069
H -3.42727 0.51795 5.94609 0.005 -0.016 0.017 0.078
H -4.59340 1.81857 6.17023 -0.011 0.000 0.008 0.073
H -4.94631 1.62717 3.63759 -0.018 -0.012 -0.004 0.097
H -5.37076 1.83570 1.33445 -0.023 -0.006 0.002 0.057
H -4.08969 2.29368 0.21368 -0.025 0.008 -0.059 0.043
H -5.04872 3.54643 0.99910 -0.025 0.007 -0.008 0.084
C 5.60419 3.00344 0.28951 -0.031 -0.043 -0.056 -0.079
N 5.07397 2.95877 1.63514 -0.125 0.050 0.017 0.015
C 4.28483 1.92385 2.05271 0.045 0.085 0.162 -0.640
N 3.94013 1.94795 3.39185 -0.026 -0.045 0.070 0.153
O 3.93408 1.01912 1.32159 0.400 0.003 -0.039 -0.108
H 6.60570 2.56833 0.22230 -0.026 -0.011 -0.011 0.073
H 5.63980 4.03399 -0.06265 -0.003 0.006 -0.008 0.080
H 4.94219 2.43442 -0.36109 0.047 0.030 0.037 0.039
H 5.34587 3.66618 2.29350 0.052 -0.079 0.009 0.123
H 3.91784 2.83706 3.86396 -0.057 -0.006 -0.044 0.085
H 3.15597 1.34312 3.59397 0.025 0.068 -0.041 0.077
O 2.33512 1.00128 -0.96916 0.410 -0.026 -1.024 -0.401
N 2.30197 0.18190 -2.05617 1.289 0.897 0.999 -0.150
C 3.09157 0.46736 -3.01390 0.166 -0.015 -1.485 -0.351
C 4.09000 1.52705 -3.06083 -0.728 -0.056 0.228 -0.212
N 4.86779 2.36841 -3.12768 0.069 -0.090 -0.052 0.228
C 2.94015 -0.33165 -4.22659 0.234 0.193 0.549 -0.137
N 2.83718 -0.92473 -5.20353 -0.019 0.014 -0.016 0.196
Br 8.54974 0.06323 -1.25869 -0.073 -0.024 0.065 0.687
C 7.90941 -0.76662 0.32657 0.055 0.024 -0.008 -0.731
C 8.83522 -0.96906 1.33998 -0.010 -0.011 0.036 -0.154
C 8.43986 -1.56415 2.52674 -0.001 0.018 -0.035 -0.093
C 7.11863 -1.94666 2.69582 0.018 -0.033 -0.021 -0.073
C 6.19636 -1.74146 1.68297 -0.202 -0.104 0.160 -0.119
C 6.58133 -1.15450 0.48626 0.235 0.210 -0.021 -0.666
I 5.16473 -0.81927 -0.97485 0.587 -0.047 -0.495 1.276
H 9.85747 -0.65219 1.19082 0.027 -0.018 0.001 0.090
H 9.16416 -1.72623 3.31375 0.020 0.012 0.014 0.099
H 6.79696 -2.41243 3.61742 -0.015 0.004 0.017 0.106
H 5.16617 -2.04114 1.82141 0.083 0.090 -0.046 0.081


Record 2
11
Properties=species:S:1:pos:R:3:forces:R:3:lowdin_charge:R:1 method="wB97M-V/def2-TZVPD" e_above_lowest_kcal_mol=56.2 total_energy_ha=-284.71426 orbital_gap_ev=9.94 multiplicity=1 e_homo_ev=-15.58 molar_mass_g_mol=76.1 charge=+1
C 2.48774 -0.89098 -0.45431 -2.026 2.528 2.151 0.185
N 1.47843 -0.49498 0.37456 2.906 -1.533 -4.069 0.155
H 2.69703 -0.11690 -1.38615 -0.459 -2.659 2.324 0.184
H 3.13304 -1.79559 -0.04755 -1.208 2.110 -1.340 0.155
H 1.26804 -1.03163 1.16488 0.281 -1.359 1.567 0.104
H 0.63567 0.11701 0.20399 1.107 1.065 -0.737 0.060
O -0.49461 1.28164 0.33984 -3.246 -4.079 0.817 -0.001
C -1.51092 0.49657 0.39996 1.441 4.234 -2.430 -0.259
O -1.85966 -0.21307 -0.66277 0.724 -0.325 -0.168 0.116
H -2.31873 0.61580 1.09406 -0.039 -0.099 1.223 0.146
H -2.79087 -0.50593 -0.74156 0.521 0.118 0.662 0.154


Record 3
33
Properties=species:S:1:pos:R:3:forces:R:3:lowdin_charge:R:1 method="wB97M-V/def2-TZVPD" e_above_lowest_kcal_mol=60.4 total_energy_ha=-840.78385 smiles=O.O.O.O.O.O.O.O.O.O.O orbital_gap_ev=10.90 multiplicity=1 e_homo_ev=-11.01 molar_mass_g_mol=198.2 charge=0
O 3.20112 -3.30213 -2.73053 -0.139 -0.188 0.146 -0.050
H 3.33136 -2.35591 -2.79327 -0.055 0.359 0.044 0.021
H 3.96197 -3.67893 -3.17253 0.165 -0.141 -0.116 0.029
O -0.44672 -3.34499 2.75124 0.144 -0.077 0.144 -0.050
H -1.21490 -3.90868 2.65964 -0.155 -0.182 -0.017 0.026
H -0.70135 -2.52251 2.33301 0.018 0.305 -0.179 0.017
O 1.34152 5.18129 3.01425 0.092 -0.120 0.165 -0.051
H 0.59988 5.07687 2.41816 -0.229 -0.084 -0.169 0.022
H 1.74457 6.00929 2.75309 0.124 0.204 -0.035 0.027
O -4.66174 0.92783 1.36135 -0.208 0.188 -0.007 -0.053
H -3.79201 1.10556 1.71943 0.260 0.058 0.086 0.020
H -4.67560 -0.01930 1.22358 -0.019 -0.239 -0.067 0.031
O -0.15320 -0.10426 -4.31993 0.035 -0.226 0.077 -0.051
H -0.24180 0.25531 -5.20259 -0.034 0.036 -0.256 0.029
H -0.14895 0.66294 -3.74756 -0.013 0.159 0.193 0.024
O -1.65965 4.86310 -0.44816 0.203 -0.081 0.195 -0.055
H -2.33932 5.52921 -0.34533 -0.195 0.162 0.067 0.030
H -1.66632 4.65569 -1.38260 0.008 -0.083 -0.225 0.027
O 3.46998 0.33326 -1.21450 -0.241 -0.154 -0.162 -0.050
H 4.24595 0.03117 -0.74243 0.167 -0.147 0.213 0.034
H 3.65458 1.25024 -1.41773 0.027 0.244 -0.065 0.029
O -0.56328 -0.17630 0.17367 -0.296 -0.163 0.034 -0.050
H 0.18456 -0.27975 -0.41477 0.295 -0.119 -0.131 0.024
H -0.48108 0.71542 0.51175 0.030 0.235 0.150 0.030
O -2.28534 -3.62947 -3.17079 -0.213 -0.218 -0.007 -0.054
H -1.51891 -3.50323 -3.73015 0.217 0.050 -0.141 0.027
H -2.26764 -2.88605 -2.56808 0.016 0.205 0.151 0.025
O -2.05007 2.20333 4.77325 0.207 -0.050 -0.122 -0.053
H -2.65218 1.61807 5.23278 -0.123 -0.186 0.151 0.029
H -2.60496 2.91350 4.45079 -0.115 0.228 -0.063 0.026
O 3.41585 -4.40643 1.03890 0.065 0.064 0.261 -0.054
H 2.86458 -4.23489 0.27542 -0.197 0.099 -0.247 0.020
H 4.10905 -4.97909 0.71060 0.158 -0.134 -0.068 0.024


Record 4
8
Properties=species:S:1:pos:R:3:forces:R:3:lowdin_charge:R:1 method="wB97M-V/def2-TZVPD" e_above_lowest_kcal_mol=64.4 total_energy_ha=-835.50119 orbital_gap_ev="7.31 / 7.68" multiplicity=1 e_homo_ev="-9.25 / -9.42" molar_mass_g_mol=98.0 charge=0
O 0.66792 0.67747 -0.67957 0.438 0.376 0.226 -0.377
O 2.49115 -0.71124 0.21686 -0.196 -1.209 0.513 -0.428
P -2.09205 -0.88589 -0.00735 0.452 -0.752 1.910 0.624
P 1.01707 -0.55513 0.37154 0.233 2.422 -1.367 0.590
H 1.48175 1.23792 -0.85998 -1.215 -1.145 0.402 0.087
H -2.26965 0.42771 0.50027 0.112 -0.134 0.557 -0.201
H -2.03699 -0.24403 -1.16548 0.234 0.656 -2.435 -0.277
H 0.74080 0.05319 1.62372 -0.058 -0.213 0.194 -0.018


Please write out number 2 again, unchanged.
11
Properties=species:S:1:pos:R:3:forces:R:3:lowdin_charge:R:1 method="wB97M-V/def2-TZVPD" e_above_lowest_kcal_mol=56.2 total_energy_ha=-284.71426 orbital_gap_ev=9.94 multiplicity=1 e_homo_ev=-15.58 molar_mass_g_mol=76.1 charge=+1
C 2.48774 -0.89098 -0.45431 -2.026 2.528 2.151 0.185
N 1.47843 -0.49498 0.37456 2.906 -1.533 -4.069 0.155
H 2.69703 -0.11690 -1.38615 -0.459 -2.659 2.324 0.184
H 3.13304 -1.79559 -0.04755 -1.208 2.110 -1.340 0.155
H 1.26804 -1.03163 1.16488 0.281 -1.359 1.567 0.104
H 0.63567 0.11701 0.20399 1.107 1.065 -0.737 0.060
O -0.49461 1.28164 0.33984 -3.246 -4.079 0.817 -0.001
C -1.51092 0.49657 0.39996 1.441 4.234 -2.430 -0.259
O -1.85966 -0.21307 -0.66277 0.724 -0.325 -0.168 0.116
H -2.31873 0.61580 1.09406 -0.039 -0.099 1.223 0.146
H -2.79087 -0.50593 -0.74156 0.521 0.118 0.662 0.154